{"formula": "C6H66IO29P2", "method": "ωB97M-V/def2-TZVPD", "symbols": ["C", "C", "P", "C", "C", "O", "C", "C", "O", "P", "O", "I", "H", "H", "H", "H", "H", "H", "H", "H", "H", "H", "H", "H", "H", "H", "O", "H", "H", "O", "H", "H", "O", "H", "H", "O", "H", "H", "O", "H", "H", "O", "H", "H", "O", "H", "H", "O", "H", "H", "O", "H", "H", "O", "H", "H", "O", "H", "H", "O", "H", "H", "O", "H", "H", "O", "H", "H", "O", "H", "H", "O", "H", "H", "O", "H", "H", "O", "H", "H", "O", "H", "H", "O", "H", "H", "O", "H", "H", "O", "H", "H", "O", "H", "H", "O", "H", "H", "O", "H", "H", "O", "H", "H"], "positions_angstrom": [[4.08226, -1.70070, 1.16273], [3.26133, -0.51535, 0.56641], [1.83655, -1.23889, -0.20793], [0.44759, -0.19613, -0.65714], [-0.75160, -1.10857, -1.00109], [-1.85960, -0.75223, -0.18472], [-2.78848, -1.78172, -0.07667], [-3.38077, -1.95351, 1.27945], [-3.05176, -2.46131, -1.02713], [2.40520, -2.26651, -2.10909], [3.95870, -2.61860, -1.76676], [1.26452, -4.41751, -1.86580], [4.21430, -1.51426, 2.21960], [5.03893, -1.81945, 0.67351], [3.54346, -2.64268, 1.06866], [2.96586, 0.17499, 1.35560], [3.88871, 0.04802, -0.12201], [1.31939, -2.15813, 0.71457], [0.68278, 0.39502, -1.54008], [0.19195, 0.44983, 0.18108], [-0.99503, -1.03469, -2.06006], [-0.52177, -2.15957, -0.82083], [-4.43656, -1.70068, 1.21544], [-3.30328, -2.99446, 1.57822], [-2.88899, -1.34674, 2.03236], [4.19691, -3.47929, -2.14812], [-0.67412, -6.61760, -4.49706], [-0.48040, -6.09785, -3.71348], [-0.91570, -5.98073, -5.18201], [-1.16470, -6.05598, -7.39858], [-0.93066, -6.26729, -8.31173], [-1.97273, -6.55530, -7.24258], [5.67966, -4.09130, 2.16656], [6.34763, -4.18445, 2.85526], [6.02510, -4.61473, 1.43481], [1.82869, 1.97256, 1.73101], [2.40680, 2.63720, 1.33934], [1.55107, 2.34259, 2.58482], [2.11246, 2.87225, -1.35938], [2.15839, 2.71944, -2.31527], [1.26581, 2.49208, -1.09957], [0.71948, 5.55025, -2.04300], [0.61220, 5.95026, -1.16519], [1.08639, 4.67580, -1.87241], [0.78429, 2.50467, -4.19012], [0.76966, 2.22158, -5.11593], [0.74760, 3.46779, -4.24352], [-0.09256, 2.05004, 3.72865], [-0.42805, 1.89490, 4.62214], [-0.66699, 1.52073, 3.16324], [-2.13956, 5.97008, -2.70279], [-2.30432, 6.90209, -2.88883], [-1.21890, 5.97418, -2.39612], [-2.65128, 1.96448, 2.24723], [-2.62216, 1.59816, 1.35568], [-2.60244, 2.91880, 2.12118], [-1.11844, 7.96288, -0.83498], [-2.04440, 7.81976, -0.61021], [-0.91061, 8.83316, -0.47957], [-0.10735, 1.57416, -7.03723], [0.05103, 1.43961, -7.97912], [-0.98143, 1.20091, -6.87909], [-0.36030, 2.39608, 6.82035], [-0.93245, 3.09883, 7.15574], [-0.24146, 1.81314, 7.57696], [2.99779, -2.90161, 4.09317], [2.91424, -2.01227, 4.45323], [3.88792, -2.94720, 3.72745], [1.21181, 6.24844, 0.74502], [0.85675, 6.29985, 1.63802], [1.97196, 5.66065, 0.80232], [-5.45418, 0.99432, 3.97728], [-5.49071, 1.89654, 4.31252], [-4.64542, 0.96876, 3.45146], [-1.18774, -7.27294, -10.34938], [-0.92217, -7.45981, -11.25505], [-1.99024, -7.78854, -10.21979], [-5.90941, -3.44802, 2.45879], [-5.67231, -3.88480, 1.63363], [-6.82487, -3.71277, 2.59989], [-0.00433, 4.80864, 8.29087], [-0.05200, 5.70121, 8.64698], [0.82343, 4.79224, 7.79746], [2.85733, 4.05693, 8.36705], [3.75808, 3.81492, 8.60204], [2.43796, 3.23924, 8.07845], [-5.05908, 6.23753, -2.59558], [-4.10924, 6.07648, -2.51632], [-5.43153, 5.38428, -2.83404], [1.79558, -0.84485, -7.18185], [1.15788, -0.19390, -6.86572], [1.90761, -1.41656, -6.41323], [0.58390, -2.24069, -5.00032], [-0.08854, -1.60625, -4.72930], [0.73573, -2.78408, -4.22002], [3.38834, -6.10607, 0.94704], [3.62898, -5.57469, 1.71510], [3.09720, -5.47612, 0.28136], [0.04343, -3.27699, 3.15061], [0.86065, -3.60088, 3.55186], [-0.36473, -4.05591, 2.75915], [-4.74867, -0.74905, 6.30375], [-4.45052, -0.29721, 7.09800], [-4.90924, -0.04989, 5.65386]], "lowdin_charge": [-0.151, -0.354, 0.847, -0.287, -0.253, -0.028, -0.492, 0.033, 0.135, 0.438, -0.428, 0.658, 0.060, 0.073, 0.040, 0.066, 0.103, 0.046, 0.083, 0.095, 0.128, 0.046, 0.095, 0.095, 0.088, 0.056, -0.069, -0.053, 0.008, -0.053, 0.014, 0.042, -0.047, 0.059, 0.054, -0.071, 0.040, 0.026, -0.054, 0.031, 0.024, -0.057, 0.004, -0.003, -0.059, 0.012, 0.049, -0.066, 0.021, 0.015, -0.072, 0.041, -0.004, -0.040, 0.040, 0.062, -0.045, 0.045, 0.050, -0.042, 0.066, 0.061, -0.053, 0.031, 0.048, -0.043, 0.054, 0.011, -0.042, 0.053, 0.044, -0.046, 0.053, 0.019, -0.048, 0.045, 0.043, -0.056, 0.031, 0.044, -0.061, 0.050, 0.014, -0.053, 0.045, 0.032, -0.067, -0.020, 0.032, -0.067, -0.018, 0.000, -0.071, 0.047, -0.077, -0.066, 0.017, -0.062, -0.068, 0.007, 0.034, -0.068, 0.025, -0.015], "e_lumo_ev": -4.0, "total_charge": 1, "homo_lumo_gap_ev": 8.3, "molar_mass_g_mol": 791.417, "total_energy_ev": -93344.6406}

---

{"formula": "C2H9N2P3", "method": "ωB97M-V/def2-TZVPD", "symbols": ["C", "C", "N", "P", "P", "N", "P", "H", "H", "H", "H", "H", "H", "H", "H", "H"], "positions_angstrom": [[-2.79722, -0.41026, 0.03619], [-1.47993, -0.81802, 0.75457], [-0.31027, -0.28716, 0.11603], [-0.25051, 1.47186, 0.12103], [1.27830, -1.32757, -0.01564], [2.39235, -0.25582, -0.08890], [4.02193, 0.28366, -0.10831], [-3.56306, -0.75274, 0.73956], [-2.75388, 0.63973, -0.06883], [-2.91201, -0.80384, -0.94699], [-1.57632, -0.27917, 1.72494], [-1.33992, -1.83676, 0.71481], [0.10348, 1.63154, -1.23347], [1.12684, 1.54940, 0.50953], [3.50552, 1.36760, -0.90559], [4.55470, -0.17245, -1.34894]], "nbo_charge": [-0.612, -0.219, -1.010, 0.479, 1.265, -1.325, 0.579, 0.209, 0.208, 0.205, 0.176, 0.194, -0.041, -0.014, -0.038, -0.054], "e_lumo_ev": -0.2, "homo_lumo_gap_ev": 8.5, "molar_mass_g_mol": 154.030, "total_energy_ev": -33064.5191, "smiles": "CCN(P)/P=N/P"}

---

{"formula": "C4H13O3", "method": "ωB97M-V/def2-TZVPD", "symbols": ["C", "O", "C", "C", "C", "H", "H", "H", "H", "H", "H", "H", "H", "H", "H", "H", "O", "H", "H", "O"], "positions_angstrom": [[0.15586, 0.55259, 1.92716], [-0.85126, -0.41098, 2.12759], [0.50279, 0.74308, 0.46089], [-0.51102, 1.51165, -0.34361], [-0.29799, 1.45427, -1.85672], [1.03861, 0.16853, 2.45438], [-0.09729, 1.53334, 2.40692], [1.40858, 1.34271, 0.37999], [0.68747, -0.26951, 0.08879], [-1.49323, 1.05170, -0.13132], [-0.62977, 2.59475, -0.09727], [-1.14108, 1.90489, -2.34296], [0.61315, 1.94578, -2.23939], [-0.32993, 0.41516, -2.19419], [1.26185, -3.07639, -1.75713], [0.54511, -2.41909, -0.60183], [1.16538, -2.20351, -1.36575], [-0.77891, -1.11394, 1.40552], [-0.50406, -3.20562, 1.15225], [-0.74427, -2.51938, 0.52667]], "nbo_charge": [-0.037, -0.797, -0.444, -0.392, -0.603, 0.137, 0.132, 0.174, 0.250, 0.209, 0.171, 0.186, 0.183, 0.226, 0.440, 0.520, -1.023, 0.522, 0.416, -1.270], "e_lumo_ev": 4.1, "total_charge": -1, "homo_lumo_gap_ev": 8.2, "molar_mass_g_mol": 109.145, "total_energy_ev": -10502.0526}

---

{"formula": "C6H12O", "method": "ωB97M-V/def2-TZVPD", "symbols": ["C", "C", "C", "C", "C", "C", "H", "H", "H", "H", "H", "H", "H", "H", "H", "H", "O", "H", "H"], "positions_angstrom": [[-2.36612, 0.00997, 2.25439], [-1.97726, -0.26688, 1.00242], [-0.75706, 0.32026, 0.42435], [0.01058, -0.28229, -0.49241], [1.50446, -0.07720, -0.50570], [2.18327, -1.45384, -0.30998], [-2.16714, 1.03716, 2.56145], [-2.83593, -0.68562, 2.93488], [-2.29072, -1.09415, 0.36770], [-0.31424, 1.09460, 1.06881], [-0.40162, -1.18268, -0.93413], [1.72789, 0.61817, 0.31132], [1.80036, 0.45144, -1.41838], [1.61678, -2.18127, -0.87214], [3.23347, -1.35697, -0.58734], [2.16275, -1.64899, 0.77005], [-0.47444, 2.20182, -2.55763], [0.39343, 2.40966, -2.21252], [-1.04844, 2.08683, -1.80513]], "nbo_charge": [-0.399, -0.196, -0.245, -0.147, -0.431, -0.600, 0.193, 0.210, 0.194, 0.187, 0.192, 0.202, 0.204, 0.208, 0.214, 0.210, -0.938, 0.466, 0.476], "e_lumo_ev": 0.9, "homo_lumo_gap_ev": 9.4, "molar_mass_g_mol": 100.161, "total_energy_ev": -8462.0824, "smiles": "C=C/C=C/CC.O"}